No. 1
Molecular formula: C26H54BBrF3LiNNbO2
Method: DFT, ωB97M-V/def2-TZVPD

Structure (XYZ):
```
90
Properties=species:S:1:pos:R:3:forces:R:3
C -6.9211 8.1333 3.8224 0.20 -0.03 0.30
C -6.7528 6.6184 3.8474 -0.27 0.39 -0.06
C -7.3407 5.9248 2.6325 0.47 -0.24 -0.10
C -7.1634 4.4108 2.6845 -0.70 -0.07 -0.12
C -7.6577 3.7261 1.4002 0.42 0.51 -0.22
C -6.5201 3.5265 0.3871 -0.20 -0.60 0.32
C -5.8166 2.1626 0.5124 -0.12 0.62 -0.16
C -5.1144 1.7917 -0.7889 0.22 -0.16 0.44
C -4.1357 0.6115 -0.6713 -0.26 0.28 -0.20
C -2.8456 0.8486 -1.4529 0.11 -0.23 0.36
C -2.0162 -0.4245 -1.6341 -0.47 0.29 0.29
C -1.5067 -0.9761 -0.2915 0.29 -0.07 -1.05
C -0.2703 -1.9122 -0.4740 -0.88 0.64 0.39
C 0.9688 -1.3451 0.2235 0.10 -0.66 -0.07
Nb 2.8912 -2.5159 0.0770 -2.87 3.15 -0.08
C 2.2229 -3.7308 -1.7651 0.42 -0.88 -0.11
C 1.4298 -4.9442 -1.4955 -0.22 -0.21 -0.04
N 0.1775 -5.0479 -1.7109 0.15 0.15 -0.03
C 3.8460 -0.9646 -1.3027 0.83 -1.21 0.03
C 3.8256 -1.2347 -2.8047 -0.21 0.95 -0.24
C 4.6443 -0.2288 -3.6513 -0.05 -0.31 0.10
C 6.1554 -0.5210 -3.5560 -0.44 -0.35 -0.03
C 4.3162 1.2307 -3.3612 0.43 0.15 -0.40
C 3.6943 -1.2189 1.7516 0.85 -0.65 -0.47
C 5.1988 -1.0002 1.8961 -0.30 1.21 0.50
C 5.5123 0.3703 2.5200 0.09 -0.79 0.23
Br 5.9775 -2.3202 3.1156 0.12 -0.17 -0.18
B 4.9306 -3.6714 -0.1516 1.03 0.12 0.40
O 5.6802 -3.5279 -1.3714 0.28 -0.82 0.26
O 5.4864 -4.5600 0.7788 -0.52 -0.22 -0.57
C 5.8231 -5.8446 0.3715 0.66 0.46 0.75
C 2.2744 -4.2379 1.5391 0.90 -0.68 0.35
F 2.7879 -5.5044 1.2535 -0.30 0.08 0.13
F 0.9181 -4.4203 1.5880 0.27 0.08 -0.10
F 2.6484 -4.0228 2.8408 -0.21 -0.08 -0.34
H -6.3947 8.5726 4.6692 0.01 0.10 0.06
H -6.4952 8.5722 2.9228 -0.05 0.02 -0.16
H -7.9632 8.4313 3.9112 -0.14 0.00 -0.15
H -7.2544 6.2320 4.7357 0.10 -0.11 0.16
H -5.6908 6.3974 3.9449 0.09 -0.21 -0.03
H -6.8558 6.2854 1.7208 0.00 0.19 -0.05
H -8.3999 6.1674 2.5451 -0.14 0.02 -0.03
H -7.7421 4.0352 3.5295 0.16 -0.08 0.21
H -6.1121 4.1765 2.8451 0.11 -0.12 0.16
H -8.3987 4.3773 0.9350 -0.23 -0.01 0.08
H -8.1537 2.7839 1.6192 0.00 -0.17 -0.01
H -6.8967 3.6126 -0.6312 -0.05 0.13 -0.11
H -5.7839 4.3116 0.5573 0.08 0.19 -0.29
H -6.5668 1.4223 0.7863 0.06 -0.27 0.04
H -5.0815 2.2262 1.3149 0.03 -0.20 0.17
H -4.5542 2.6689 -1.1173 0.00 0.12 -0.14
H -5.8786 1.5819 -1.5358 0.02 0.07 -0.24
H -4.6200 -0.3003 -1.0237 0.00 -0.15 0.03
H -3.8975 0.4656 0.3807 0.06 -0.16 0.11
H -2.2511 1.5593 -0.8721 0.08 0.22 -0.14
H -3.0732 1.3190 -2.4094 -0.03 -0.04 -0.16
H -1.1814 -0.2230 -2.3040 0.13 -0.02 -0.07
H -2.6739 -1.1558 -2.1074 0.20 -0.23 -0.22
H -2.3298 -1.5154 0.1689 -0.02 0.08 0.41
H -1.2230 -0.1070 0.2997 -0.05 -0.07 0.42
H -0.1272 -2.0149 -1.5453 0.23 -0.25 -0.13
H -0.5488 -2.8836 -0.0800 0.28 -0.28 -0.07
H 0.7325 -1.2747 1.2933 0.09 0.08 0.16
H 1.1116 -0.3181 -0.1238 0.21 0.15 0.03
H 3.1454 -4.0672 -2.2522 0.07 0.08 -0.11
H 1.6800 -3.1224 -2.4866 -0.03 0.41 0.15
H 1.9789 -5.8021 -1.0888 0.14 0.06 0.11
H -0.1390 -5.9711 -1.4289 -0.10 -0.06 0.01
H 3.2871 -0.0537 -1.0905 -0.24 -0.01 0.22
H 4.8827 -0.7622 -1.0168 0.05 0.01 0.12
H 2.7960 -1.1609 -3.1619 -0.14 -0.23 0.00
H 4.2005 -2.2227 -3.0562 -0.06 -0.20 0.07
H 4.3346 -0.4167 -4.6817 0.09 -0.03 -0.14
H 6.6885 0.2191 -2.9675 0.13 0.08 0.05
H 6.5868 -0.5884 -4.5524 0.21 0.27 -0.06
H 6.3019 -1.4994 -3.0996 0.15 -0.03 0.18
H 3.4118 1.5507 -3.8728 -0.27 -0.02 0.19
H 4.2533 1.4521 -2.3007 -0.09 -0.03 0.15
H 5.1187 1.8550 -3.7584 0.01 0.10 -0.05
H 3.2822 -1.4801 2.7267 -0.16 -0.14 0.04
H 3.2779 -0.2366 1.5017 -0.23 0.03 -0.22
H 5.7230 -1.0316 0.9468 0.14 -0.51 -0.04
H 6.5852 0.4708 2.6664 0.10 0.24 -0.12
H 5.1190 1.1634 1.8907 0.00 0.15 -0.08
H 5.0533 0.4001 3.5056 -0.15 0.24 0.06
H 5.4001 -4.1909 -2.0036 -0.38 0.24 -0.51
H 5.5353 -5.9991 -0.6829 -0.23 -0.33 -0.41
H 5.2928 -6.5709 0.9815 -0.19 -0.14 -0.10
H 6.8973 -6.0056 0.4884 0.14 -0.14 -0.16
Li 6.2629 -6.5163 -2.3950 0.03 0.27 0.36
```
Forces are in eV/Å.

No. 2
11
Properties=species:S:1:pos:R:3:forces:R:3 method="wB97M-V/def2-TZVPD" smiles="S=C1CC=CN1" de_lowest_kcal_mol=2.9
S 2.7874 -0.0994 -0.0015 -0.23 -0.04 0.00
C 1.1431 -0.1031 0.0000 0.21 0.47 0.11
C 0.2065 1.1020 -0.0037 -0.37 -1.11 0.86
C -1.1723 0.4724 -0.0040 0.53 -0.65 -0.06
C -1.0194 -0.8613 -0.0021 0.82 1.85 0.03
N 0.3480 -1.1883 -0.0012 0.08 -0.28 0.00
H 0.3875 1.7215 0.8776 0.06 0.01 -0.09
H 0.4176 1.6734 -0.8714 0.14 0.75 -0.85
H -2.1029 1.0078 -0.0077 -0.12 0.02 0.01
H -1.7436 -1.6104 0.0120 -0.96 -1.07 -0.01
H 0.7480 -2.1146 0.0020 -0.17 0.06 -0.01

No. 3
20
Properties=species:S:1:pos:R:3:forces:R:3 method="wB97M-V/def2-TZVPD" de_lowest_kcal_mol=64.2
H -0.8403 -3.5864 2.2643 -0.04 0.38 -2.15
N -1.0510 -3.0639 1.3530 4.29 -0.24 -0.60
C -0.0308 -3.0003 0.4254 -3.50 0.28 0.34
N 1.0385 -3.8490 0.1036 0.69 -1.95 0.20
N -0.2215 -1.9538 -0.5113 0.49 -0.89 -0.15
C -0.6101 -0.6443 -0.0031 1.97 -1.85 4.01
H 1.1623 -4.7095 0.6930 -0.57 1.50 -0.74
H 1.3517 -4.1013 -0.8870 -1.09 1.25 1.92
H 0.4704 -1.7979 -1.2717 -0.55 -0.81 1.16
H -1.4363 -0.6212 0.7021 -0.26 -0.72 -0.24
H -0.8801 -0.1051 -0.8121 -0.28 2.39 -2.43
H 0.2748 -0.3347 0.6643 -1.14 0.67 -1.32
C -0.7656 3.0463 -0.5904 1.55 3.11 -5.52
C 0.6655 3.4774 -0.3676 1.88 0.24 1.96
O 1.7382 2.9512 -0.5946 -1.57 -0.17 -0.93
O 0.6761 4.5773 0.4393 2.24 1.81 -0.02
H -1.4393 3.8835 -0.3689 0.13 -0.53 -0.28
H -0.9458 2.2338 -0.0751 -0.99 -3.99 3.10
H -0.8195 2.6440 -1.7087 -0.14 1.24 2.16
H 1.6630 4.9540 0.5456 -3.09 -1.70 -0.45

no.,E_tot (a.u.),orbital gap (Eh)
1,-4191.01211,0.1424
2,-608.34600,0.3262
3,-473.70043,0.3327